# 1
88
Properties=species:S:1:pos:R:3:mulliken_spin:R:1 method="wB97M-V/def2-TZVPD" orbital_gap_ev="7.3 / 6.4" s2=2.007 energy_ev=-154329.759 de_lowest_kj_mol=34.2 spin_multiplicity=3 e_lumo_ev="-5.13 / -6.54" homo_ev="-12.38 / -12.95" total_charge=+2
Ti -1.5525 -0.0579 0.4511 1.19
C -1.4895 0.2794 3.2039 0.01
C -1.8429 1.4325 2.4996 0.06
C -3.1898 1.7964 2.3940 0.00
C -4.1613 1.0473 3.0342 0.01
C -3.7972 -0.0645 3.7859 0.01
C -2.4735 -0.4622 3.8556 0.01
H -0.4447 0.0229 3.3384 0.03
H -1.0684 2.1056 2.1484 -0.06
H -3.4704 2.6930 1.8553 0.00
H -5.2000 1.3413 2.9715 0.00
H -4.5566 -0.6271 4.3119 0.00
H -2.1953 -1.3339 4.4327 0.00
N -1.3319 1.8917 -0.7165 0.01
C -2.0155 1.5808 -1.9991 0.02
C -2.4088 2.7943 -2.8292 0.00
C -1.2555 3.5744 -3.4586 0.00
C -0.4276 2.7613 -4.4660 0.00
N 0.7740 2.1469 -3.8949 0.00
C 1.9138 2.8000 -3.6752 0.00
N 2.0203 4.0989 -3.9623 0.00
N 2.9407 2.1484 -3.1372 0.00
C -3.2347 0.6915 -1.6981 0.00
O -4.1291 0.5412 -2.4725 0.00
O -3.1372 0.0795 -0.5153 0.01
H -1.7910 2.6886 -0.2798 0.02
H -0.3684 2.1717 -0.8784 -0.01
H -1.3359 0.9317 -2.5617 -0.01
H -3.0087 3.4649 -2.2061 0.00
H -3.0800 2.4393 -3.6130 0.00
H -0.5893 3.9865 -2.6929 0.00
H -1.6824 4.4357 -3.9742 0.00
H -0.1394 3.3729 -5.3237 0.00
H -1.0222 1.9480 -4.8816 0.00
H 0.8191 1.1409 -3.7732 0.00
H 1.3006 4.5815 -4.4706 0.00
H 2.8857 4.5887 -3.8111 0.00
H 2.8137 1.1779 -2.8633 0.00
H 3.8408 2.5831 -3.0331 0.00
O 1.6042 -0.3008 -2.5522 0.01
C 1.8974 -1.6507 -2.4935 -0.01
C 2.9052 -2.1271 -3.3144 0.00
C 3.2469 -3.4674 -3.2732 0.00
C 2.5836 -4.3348 -2.4123 0.00
C 1.5746 -3.8542 -1.6031 0.00
C 1.2085 -2.5058 -1.6279 0.01
C 0.1104 -2.0349 -0.7663 0.04
O -0.1590 -0.7150 -0.7549 0.01
N -0.5717 -2.8548 -0.0656 0.04
N -1.6041 -2.2197 0.6476 -0.02
C -2.5381 -3.0786 0.9415 0.03
S -3.9960 -2.6053 1.7555 0.02
C -4.9063 -4.1088 1.2993 0.00
C -3.9206 -5.2563 1.3417 0.00
S -2.4181 -4.7376 0.4665 0.01
H 0.9362 -0.1575 -1.8393 -0.01
H 3.4127 -1.4428 -3.9827 0.00
H 4.0334 -3.8359 -3.9181 0.00
H 2.8512 -5.3815 -2.3814 0.00
H 1.0447 -4.5149 -0.9308 0.00
H -5.3302 -3.9707 0.3059 0.00
H -5.7097 -4.2358 2.0230 0.00
H -4.3087 -6.1346 0.8279 0.00
H -3.6626 -5.5271 2.3647 0.00
Ge 1.4780 0.8440 1.1945 0.35
C 1.6442 1.8730 2.8123 0.06
C 1.3323 3.2345 2.8344 0.07
C 1.4280 3.9577 4.0122 -0.02
C 1.8266 3.3234 5.1822 0.04
C 2.1373 1.9704 5.1724 -0.02
C 2.0435 1.2449 3.9945 0.04
C 2.4680 -0.8080 1.1228 0.07
C 2.0852 -1.9001 1.9030 0.00
C 2.7968 -3.0886 1.8451 0.00
C 3.8978 -3.1958 1.0071 0.01
C 4.2878 -2.1170 0.2262 0.00
C 3.5727 -0.9303 0.2793 0.02
H 1.7109 1.7156 -0.0681 0.01
H 1.0325 3.7445 1.9237 0.00
H 1.1989 5.0150 4.0202 0.00
H 1.9017 3.8874 6.1021 0.00
H 2.4599 1.4825 6.0825 0.00
H 2.3066 0.1927 3.9944 0.00
H 1.2190 -1.8350 2.5544 -0.02
H 2.4919 -3.9314 2.4514 0.00
H 4.4537 -4.1228 0.9621 0.00
H 5.1479 -2.2028 -0.4246 0.00
H 3.8858 -0.0941 -0.3368 0.00

---

# 2
6
Properties=species:S:1:pos:R:3:mulliken_charge:R:1 method="wB97M-V/def2-TZVPD" orbital_gap_ev="9.0 / 7.1" energy_ev=-18773.927 de_lowest_kj_mol=371.2 spin_multiplicity=1 e_lumo_ev="-0.82 / -2.40" homo_ev="-9.84 / -9.49" total_charge=0
Si 0.5732 0.0014 0.3791 0.51
S -0.9813 1.2900 -0.2810 -0.24
H 1.7653 0.8383 0.4624 -0.11
H 0.2123 -0.5158 1.6922 -0.10
H 0.7274 -1.0545 -0.6087 -0.10
H -2.2969 -0.5595 -1.6441 0.04

---

# 3
16
Properties=species:S:1:pos:R:3:mulliken_charge:R:1 method="wB97M-V/def2-TZVPD" orbital_gap_ev="8.2 / 8.8" energy_ev=-9326.104 de_lowest_kj_mol=540.6 spin_multiplicity=1 e_lumo_ev="-0.03 / 0.32" homo_ev="-8.23 / -8.49" total_charge=0
C -3.1330 0.9075 -0.0977 -0.57
C -3.2139 -0.4661 0.0064 -0.19
C -1.1502 0.2332 0.0796 -0.12
C 1.5651 1.7706 0.0121 -0.71
C 1.4550 0.4566 0.0536 0.46
C 2.0431 -0.9055 -0.0476 -1.04
N -1.8232 1.3125 -0.0278 -0.37
N -1.8953 -0.8893 0.1011 -0.07
H -3.8871 1.5677 -0.1830 0.48
H -4.0458 -1.2349 -0.0566 0.32
H 2.4125 2.3843 -0.0830 0.33
H 0.8019 2.5116 0.1451 0.29
H 3.0287 -0.8626 0.2599 0.40
H 1.5212 -1.7323 0.3221 0.30
H 1.9913 -1.1676 -1.2414 0.22
H -1.6928 -1.8386 -0.2203 0.27

---

# 4
7
Properties=species:S:1:pos:R:3:mulliken_charge:R:1 method="wB97M-V/def2-TZVPD" orbital_gap_ev=11.5 energy_ev=-23448.425 de_lowest_kj_mol=151.2 spin_multiplicity=1 e_lumo_ev=-0.57 homo_ev=-12.04 total_charge=0
C 0.2758 -0.4996 0.9240 0.79
O -0.0544 -1.1736 -0.1127 -0.36
O 0.7313 1.0099 -1.2662 -0.37
O -0.1134 0.6069 1.2038 -0.47
F 1.3091 -1.0848 1.4864 -0.20
F -1.7417 0.9923 -0.8912 -0.20
S -0.4067 0.1489 -1.3441 0.80

---

# 5
75
Properties=species:S:1:pos:R:3:mulliken_spin:R:1 method="wB97M-V/def2-TZVPD" orbital_gap_ev="7.7 / 7.8" s2=0.756 energy_ev=-210923.745 de_lowest_kj_mol=99.8 spin_multiplicity=2 e_lumo_ev="-10.23 / -10.20" homo_ev="-17.88 / -17.95" total_charge=+3
Ti -1.4162 0.1549 0.6194 0.94
Se -4.2225 2.3612 2.4004 0.00
N -3.4009 2.8198 3.8966 0.00
C -2.2656 2.1497 3.9773 0.00
C -1.2773 2.2156 5.0065 0.00
C -0.1576 1.4541 4.8414 0.00
C 0.0172 0.6527 3.6773 0.01
N -0.8756 0.5429 2.7168 -0.03
C -2.0246 1.2718 2.8930 -0.03
N -2.9406 1.1797 1.9376 0.03
H -1.4274 2.8527 5.8681 0.00
H 0.6344 1.4543 5.5765 0.00
H 0.9421 0.0964 3.5596 0.00
N -3.4260 -3.6590 0.7132 0.00
C -3.7418 -3.2141 1.9721 0.00
C -3.1556 -1.9976 2.0904 0.01
N -2.4791 -1.6972 0.9140 0.03
C -2.6795 -2.7354 0.1094 0.00
H -3.7215 -4.5318 0.2976 0.00
H -4.3479 -3.7901 2.6485 0.00
H -3.1679 -1.3259 2.9297 0.00
H -2.3075 -2.8431 -0.8970 0.00
C 1.4693 -4.1234 3.7425 0.00
C 1.6631 -4.4773 2.2780 0.00
C 1.9536 -3.2618 1.3905 0.01
C 0.7337 -2.3030 1.3360 0.00
Ge 1.2453 -0.9710 -0.0007 0.10
C 2.2353 0.6515 0.4522 0.00
C 3.6368 0.2644 1.0033 0.01
C 4.7256 0.1615 -0.0569 0.00
C 4.5333 -0.9599 -1.0604 0.00
H 1.3950 -5.0196 4.3560 0.00
H 0.5560 -3.5469 3.9103 0.00
H 2.3133 -3.5430 4.1210 0.00
H 0.7809 -4.9924 1.8868 0.00
H 2.4933 -5.1767 2.1691 0.00
H 2.2068 -3.6000 0.3815 0.00
H 2.8316 -2.7420 1.7851 0.00
H 0.5247 -1.8557 2.3060 -0.01
H -0.1430 -2.8702 1.0282 0.00
H 1.5422 -1.6224 -1.3402 0.00
H 1.6795 1.2241 1.1948 0.00
H 2.3032 1.2723 -0.4416 0.00
H 3.5946 -0.6563 1.5978 0.00
H 3.9109 1.0436 1.7178 0.00
H 5.6767 0.0291 0.4622 0.00
H 4.8026 1.1203 -0.5766 0.00
H 4.4432 -1.9349 -0.5710 0.00
H 5.3866 -1.0261 -1.7338 0.00
H 3.6556 -0.8087 -1.6952 0.00
C 0.9059 0.9225 -4.8856 0.00
C 1.4941 1.8452 -3.8575 0.00
C 1.3581 3.3144 -4.1332 0.00
O 0.8507 1.5293 -2.4847 -0.01
P -0.5950 1.5801 -1.9817 0.01
S -0.7320 2.3468 -0.1303 -0.04
S -1.1799 -0.3950 -1.6267 -0.06
O -1.4780 2.2693 -3.0266 0.01
C -2.8446 2.9294 -2.9514 -0.01
C -3.0374 3.5752 -4.2964 0.00
C -3.8697 1.8821 -2.6033 0.03
H 1.4449 1.0755 -5.8222 0.00
H -0.1440 1.1438 -5.0755 0.00
H 1.0260 -0.1242 -4.6083 0.00
H 2.5222 1.5783 -3.6213 0.00
H 0.3477 3.5811 -4.4366 0.00
H 2.0285 3.5561 -4.9597 0.00
H 1.6657 3.9153 -3.2791 0.00
H -2.7251 3.6731 -2.1629 0.00
H -3.0742 2.8271 -5.0869 0.00
H -2.2480 4.2927 -4.5091 0.00
H -3.9866 4.1103 -4.2888 0.00
H -3.8502 1.0641 -3.3237 0.00
H -4.8591 2.3379 -2.6442 0.00
H -3.7279 1.4825 -1.5953 -0.01

---

# 6
87
Properties=species:S:1:pos:R:3:mulliken_charge:R:1 method="wB97M-V/def2-TZVPD" orbital_gap_ev=10.3 smiles=CC(C)O.CC(C)O.CC(C)O.CC(C)O.CC(C)O.CC(C)O.O.O.O.O.O energy_ev=-42128.359 de_lowest_kj_mol=117.2 spin_multiplicity=1 e_lumo_ev=0.27 homo_ev=-10.00 total_charge=0
C 3.2265 2.4176 -0.2297 -1.02
C 4.3879 1.4931 -0.4761 0.26
C 4.0538 0.3537 -1.4323 -0.74
O 5.4559 2.1807 -1.0345 -0.60
H 2.3676 1.8503 0.1288 0.19
H 2.9475 3.0667 -1.0598 0.37
H 3.4955 3.1328 0.5476 0.29
H 4.6791 1.0483 0.4755 0.31
H 4.9478 -0.1551 -1.7928 0.35
H 3.5757 0.6935 -2.3511 0.20
H 3.3894 -0.3782 -0.9729 -0.02
H 5.1338 2.5685 -1.8515 0.38
C -0.6540 0.1542 -0.8311 -1.09
C -0.6569 -1.0815 0.0601 1.58
C -1.4016 -0.7878 1.3645 -1.67
O -1.3072 -2.1354 -0.6368 0.20
H -0.3704 -0.0939 -1.8539 0.05
H -0.0239 0.9848 -0.5128 0.21
H -1.6254 0.6487 -0.8281 0.43
H 0.3743 -1.3271 0.3136 -0.80
H -0.9125 0.0936 1.7794 0.48
H -1.3048 -1.6913 1.9665 0.40
H -2.4524 -0.5612 1.1843 0.30
H -0.9081 -2.1469 -1.5098 -0.02
C 0.6352 4.7046 -0.2130 -0.76
C 0.2695 5.3833 1.1679 0.32
C -1.1963 4.9254 1.6766 -1.13
O 1.2104 5.0461 2.1902 -0.53
H 0.5903 3.6196 -0.1197 -0.10
H 1.6308 5.0257 -0.5194 0.34
H -0.0828 5.0510 -0.9564 0.45
H 0.1750 6.4354 0.8992 0.23
H -1.9606 4.9215 0.8994 0.36
H -1.4407 5.5944 2.5017 0.33
H -1.1007 3.9064 2.0517 0.21
H 2.0552 5.4620 2.0033 0.32
C 3.1534 -2.5042 1.2744 -1.12
C 3.3973 -3.7814 0.4513 0.57
C 2.0531 -4.4212 0.1029 -0.94
O 3.9915 -3.3855 -0.7678 -0.56
H 2.4956 -1.7805 0.7931 0.01
H 4.0379 -1.8924 1.4516 0.48
H 2.5871 -2.6918 2.1866 0.42
H 4.1146 -4.4833 0.8767 0.27
H 1.4538 -4.5626 1.0024 0.30
H 2.1527 -5.4151 -0.3332 0.46
H 1.5784 -3.8428 -0.6897 -0.15
H 4.7949 -2.9136 -0.5365 0.32
C 1.1223 0.4504 -5.3124 -1.23
C -0.3994 0.3213 -5.0555 0.68
C -1.1197 1.3620 -6.0141 -1.35
O -0.6883 -0.9360 -5.4982 -0.58
H 1.3388 0.4275 -6.3804 0.43
H 1.6832 -0.3604 -4.8474 0.32
H 1.4791 1.3775 -4.8638 0.33
H -0.6833 0.5031 -4.0189 0.01
H -2.1634 1.5195 -5.7419 0.37
H -1.0890 1.1181 -7.0760 0.33
H -0.6425 2.3314 -5.8705 0.36
H -0.4161 -1.0347 -6.4135 0.36
C -2.5314 0.8792 4.5931 -0.93
C -3.5125 0.6579 5.7232 0.72
C -2.8637 0.6784 7.0698 -1.44
O -4.5217 1.6501 5.6768 -0.58
H -2.5693 1.9378 4.3358 0.34
H -2.8574 0.3625 3.6904 0.03
H -1.5052 0.5621 4.7786 0.36
H -4.0236 -0.2806 5.5083 0.19
H -1.9887 0.0355 6.9744 0.36
H -3.5496 0.2506 7.8009 0.35
H -2.4331 1.6271 7.3903 0.34
H -5.0095 1.4922 4.8652 0.30
O -1.6789 -4.7703 -2.3314 -0.69
H -1.5259 -4.8872 -1.3938 0.40
H -1.1680 -3.9947 -2.5630 0.40
O -1.1282 -4.7468 0.4218 -0.74
H -1.0101 -3.8046 0.3018 0.21
H -1.3220 -4.8476 1.3538 0.32
O -4.9734 -1.3393 2.3730 -0.61
H -4.8473 -1.4549 1.4312 0.33
H -5.4962 -0.5411 2.4489 0.30
O -4.0302 -2.1758 -0.4933 -0.68
H -3.0917 -2.3558 -0.5474 0.43
H -4.4432 -3.0379 -0.5435 0.30
O -0.0586 -2.5950 -2.9272 -0.60
H 0.8423 -2.9166 -2.8929 0.20
H -0.1377 -2.1943 -3.7929 0.21

---

# 7
91
Properties=species:S:1:pos:R:3:mulliken_spin:R:1 method="wB97M-V/def2-TZVPD" orbital_gap_ev="6.4 / 6.3" s2=0.822 energy_ev=-103125.945 spin_multiplicity=2 e_lumo_ev="-0.46 / -1.09" homo_ev="-6.83 / -7.35" total_charge=0
Ru -1.4231 1.9895 0.4087 0.06
C -5.8301 1.3385 2.0652 0.00
C -4.5484 1.2888 1.2854 0.09
S -3.2574 2.1277 2.0293 0.35
C -4.4831 0.6137 0.0876 0.17
C -5.6910 -0.0985 -0.4506 0.00
S -3.0952 0.5440 -0.9219 0.29
H -5.7004 1.9976 2.9163 0.00
H -6.1100 0.3526 2.4345 0.00
H -6.6402 1.7150 1.4446 0.00
H -6.4010 0.6290 -0.8438 0.01
H -6.1910 -0.6788 0.3232 0.00
H -5.3921 -0.7542 -1.2634 0.00
C 7.2608 1.0245 0.8871 0.00
C 5.7725 1.0264 1.0349 0.00
C 5.1348 -0.0237 1.6824 0.00
C 3.7605 -0.0342 1.8062 0.00
C 3.0081 0.9997 1.2771 0.00
C 3.6262 2.0624 0.6425 0.00
C 5.0048 2.0710 0.5275 0.00
S 1.2110 0.7846 1.4307 0.00
O 0.6289 2.0989 1.7916 -0.01
C 1.0059 0.7165 -0.3789 0.02
C 0.6550 1.9078 -1.0515 0.02
C 0.4107 1.8578 -2.4081 0.00
C 0.5142 0.6438 -3.1155 0.00
C 0.2247 0.5718 -4.4939 0.01
C 0.3831 -0.5972 -5.1829 0.00
C 0.8323 -1.7497 -4.5253 0.00
C 1.0862 -1.7273 -3.1803 0.00
C 0.9386 -0.5376 -2.4449 -0.01
C 1.1582 -0.4791 -1.0388 0.01
C 1.4723 -1.6793 -0.2399 -0.01
C 2.7549 -2.2725 -0.2132 0.00
C 3.8075 -1.8180 -1.0331 0.01
C 5.0252 -2.4372 -1.0049 0.00
C 5.2480 -3.5207 -0.1415 0.00
C 4.2502 -3.9663 0.6814 0.00
C 2.9746 -3.3670 0.6647 0.00
C 1.9177 -3.8160 1.4898 0.00
C 0.6758 -3.2466 1.4251 0.00
C 0.4552 -2.1903 0.5358 0.01
S -1.1132 -1.3063 0.2550 0.04
O -1.1711 -0.3345 1.3847 -0.04
C -2.2195 -2.6592 0.6722 -0.01
C -2.8434 -2.7707 1.8985 0.00
C -3.7504 -3.7952 2.0958 0.00
C -4.0505 -4.6909 1.0773 0.00
C -5.0927 -5.7464 1.2717 0.00
C -3.4002 -4.5639 -0.1472 0.00
C -2.4918 -3.5474 -0.3553 0.00
H 7.7192 0.3508 1.6063 0.00
H 7.6664 2.0223 1.0383 0.00
H 7.5380 0.6881 -0.1118 0.00
H 5.7151 -0.8318 2.0984 0.00
H 3.2569 -0.8412 2.3130 0.00
H 3.0413 2.8798 0.2500 0.00
H 5.4959 2.8997 0.0392 0.00
H 0.7275 2.8663 -0.5368 -0.01
H 0.1294 2.7581 -2.9354 0.00
H -0.1359 1.4630 -4.9852 0.00
H 0.1584 -0.6448 -6.2376 0.00
H 0.9632 -2.6653 -5.0825 0.00
H 1.4050 -2.6258 -2.6728 0.00
H 3.6269 -0.9806 -1.6900 0.00
H 5.8206 -2.0941 -1.6518 0.00
H 6.2165 -4.0014 -0.1342 0.00
H 4.4180 -4.7934 1.3558 0.00
H 2.1014 -4.6331 2.1711 0.00
H -0.1303 -3.6022 2.0494 0.00
H -2.6189 -2.0573 2.6772 0.00
H -4.2375 -3.8983 3.0532 0.00
H -5.2660 -5.9409 2.3263 0.00
H -4.8030 -6.6698 0.7778 0.00
H -6.0330 -5.4157 0.8308 0.00
H -3.6157 -5.2583 -0.9440 0.00
H -1.9910 -3.4313 -1.3053 0.00
C 0.4977 5.6864 -0.1409 0.00
Si -1.3904 5.2759 -0.0533 0.00
C -1.8363 5.2586 1.8157 0.01
C -2.3415 6.6564 -0.9668 0.00
O -1.6470 3.8625 -0.7045 -0.02
H 0.7005 6.7100 0.1553 0.00
H 0.8736 5.5478 -1.1502 0.00
H 1.0438 5.0289 0.5295 0.00
H -1.3664 6.0610 2.3735 0.00
H -1.4925 4.3102 2.2400 0.00
H -2.9094 5.3221 1.9734 0.00
H -2.1651 7.6243 -0.5132 0.00
H -3.4056 6.4564 -0.9420 0.00
H -2.0331 6.7047 -2.0057 0.00

---

# 8
17
Properties=species:S:1:pos:R:3:mulliken_charge:R:1 method="wB97M-V/def2-TZVPD" orbital_gap_ev=8.9 smiles="C=CN(S)C=O.O=C(O)S" energy_ev=-33563.123 de_lowest_kj_mol=73.4 spin_multiplicity=1 e_lumo_ev=0.16 homo_ev=-8.78 total_charge=0
C 0.6421 1.7530 0.0715 -0.37
C 1.8744 1.2584 -0.0278 0.29
N 2.2757 -0.0919 0.0309 -0.02
S 3.9806 -0.4108 -0.1332 -0.16
C 1.4290 -1.1518 0.2056 0.46
O 1.7884 -2.3118 0.2551 -0.59
H 0.5108 2.8279 0.0038 0.23
H -0.2552 1.1571 0.2153 -0.34
H 2.7157 1.9291 -0.1735 0.31
H 3.7842 -1.7373 -0.0097 0.18
H 0.3784 -0.8538 0.2992 0.00
O -4.4968 0.1648 0.5622 -0.47
C -3.6199 -0.4430 0.0274 0.72
O -3.7522 -1.7273 -0.3407 -0.43
S -2.0068 0.2499 -0.3658 -0.32
H -2.9480 -2.0643 -0.7598 0.32
H -2.3005 1.4520 0.1394 0.20